Entry 1:
The following is a DFT calculation (ωB97M-V/def2-TZVPD) of C7H8O in the gas phase.

```
! wB97M-V def2-TZVPD RIJCOSX def2/J DEFGRID3
* xyz 0 1
C -1.6347 0.3613 0.0360
C -0.8391 1.5001 -0.0381
O 0.4556 1.6708 0.1233
C 1.2916 0.6184 -0.2362
C 1.8574 -0.6070 0.6020
C 0.7838 -0.9187 -0.6169
C -0.5701 -1.6540 -0.1074
C -1.6161 -0.9651 0.1956
H -2.6345 0.7138 -0.0228
H -1.2461 2.4183 0.0169
H 1.7641 0.8062 -1.3110
H 2.9351 -0.8011 0.7566
H 1.6274 -0.9650 1.7905
H 1.3805 -1.2366 -1.5673
H -0.4776 -2.7683 -0.2496
H -2.6307 -1.5440 0.5900
*
```

Entry 2:
The following is a DFT calculation (ωB97M-V/def2-TZVPD) of a molecular structure, C32H45BiFN3O5SSi.

```
! wB97M-V def2-TZVPD RIJCOSX def2/J DEFGRID3
* xyz 0 1
Bi -0.7278 -0.0664 1.1911
C 0.0194 -3.6782 -1.5050
C -0.0910 -3.3916 -0.0328
C 1.0278 -3.0260 0.7122
C 0.9402 -2.8426 2.0872
C -0.2784 -2.9951 2.7348
C -1.4111 -3.3282 1.9960
C -1.3138 -3.5250 0.6266
H 0.1749 -4.7477 -1.6644
H 0.8631 -3.1495 -1.9479
H -0.8885 -3.3921 -2.0368
H 1.9744 -2.8714 0.2085
H 1.8244 -2.5625 2.6450
H -0.3484 -2.8549 3.8064
H -2.3718 -3.4281 2.4855
H -2.1997 -3.7776 0.0552
O -3.3338 -1.4208 -2.7292
C -4.5532 -1.5921 -2.1801
C -5.5761 -2.0291 -3.0229
C -6.8463 -2.2338 -2.5285
C -7.1271 -2.0082 -1.1818
C -6.1182 -1.5780 -0.3469
C -4.8199 -1.3587 -0.8209
C -3.7509 -0.9100 0.1034
O -2.5736 -0.7107 -0.3626
N -4.0936 -0.7754 1.3776
N -3.0271 -0.4495 2.1450
C -3.2272 -0.2825 3.3928
C -2.1014 0.0061 4.2788
C -2.3193 0.1371 5.6458
C -1.2447 0.3790 6.4824
C 0.0204 0.4812 5.9290
C 0.1571 0.3433 4.5575
N -0.8722 0.1110 3.7456
H -2.7488 -1.0997 -2.0054
H -5.3382 -2.1991 -4.0646
H -7.6292 -2.5718 -3.1959
H -8.1239 -2.1698 -0.7950
H -6.3074 -1.3958 0.7013
H -4.2275 -0.3728 3.8090
H -3.3251 0.0462 6.0326
H -1.3934 0.4865 7.5487
H 0.8931 0.6706 6.5370
H 1.1261 0.4304 4.0856
C 0.9178 1.8758 -3.1109
C -0.0234 1.0637 -2.2320
C -1.3763 1.7518 -2.1507
C -0.1231 -0.3649 -2.7434
O 0.4798 0.9855 -0.8608
Si 2.0558 1.0657 -0.3194
S 1.8462 0.7100 1.7156
O 2.8270 -0.0923 -1.1834
C 4.2357 -0.3137 -1.3739
C 5.0118 0.0245 -0.1069
C 4.3815 -1.7925 -1.7045
C 4.7037 0.5438 -2.5440
O 2.7857 2.4728 -0.7016
C 2.6349 3.8098 -0.1806
C 3.4977 3.9522 1.0670
C 1.1728 4.1060 0.1292
C 3.1429 4.7285 -1.2827
H 0.5187 1.8852 -4.1267
H 1.9162 1.4406 -3.1377
H 0.9941 2.9054 -2.7615
H -1.8170 1.8215 -3.1463
H -1.2629 2.7555 -1.7409
H -2.0612 1.2014 -1.5094
H -0.6525 -0.4035 -3.6966
H -0.6616 -0.9814 -2.0239
H 0.8761 -0.7836 -2.8683
H 4.6453 -0.5629 0.7359
H 4.9118 1.0833 0.1399
H 6.0715 -0.1933 -0.2522
H 4.0432 -2.4020 -0.8653
H 5.4237 -2.0397 -1.9122
H 3.7823 -2.0426 -2.5814
H 4.5543 1.5997 -2.3197
H 4.1356 0.2926 -3.4415
H 5.7622 0.3699 -2.7467
H 3.1472 3.2825 1.8510
H 3.4595 4.9783 1.4376
H 4.5355 3.7075 0.8329
H 0.7747 3.4238 0.8817
H 0.5624 4.0166 -0.7710
H 1.0760 5.1261 0.5053
H 4.1802 4.4904 -1.5225
H 3.0879 5.7710 -0.9654
H 2.5430 4.6084 -2.1859
F -1.4291 1.8265 1.2740
*
```

Entry 3:
The following is a DFT calculation (ωB97M-V/def2-TZVPD) of C24H28N2O6S in the gas phase.

```
! wB97M-V def2-TZVPD RIJCOSX def2/J DEFGRID3
* xyz 0 1
C -5.0850 -1.1467 0.2196
O -4.9325 0.0256 -0.5481
C -3.9817 0.9296 -0.1730
C -3.8292 2.0428 -0.9948
C -2.8743 3.0014 -0.7173
C -2.0389 2.8672 0.3854
O -1.0536 3.7506 0.7271
C -0.6903 4.7311 -0.2132
C -2.1904 1.7562 1.2215
C -1.1999 1.5180 2.3268
C 0.0966 0.9718 1.7013
N -0.2206 -0.0786 0.7586
C -0.2328 0.1542 -0.5652
O 0.3091 1.0959 -1.1023
C -1.0039 -0.8635 -1.4056
S -1.3708 -2.4990 -0.7046
O -2.3650 -3.1243 -1.5314
O -1.7120 -2.3728 0.7007
C 0.1849 -3.4654 -0.8114
C 1.2324 -2.6327 -0.2027
N 1.9310 -1.7172 -0.9368
C 2.6704 -1.0632 -0.0822
C 3.5422 0.0380 -0.4277
C 3.5087 0.4643 -1.7581
C 4.2880 1.5193 -2.1805
C 5.1159 2.1638 -1.2750
C 5.1533 1.7456 0.0425
C 4.3759 0.6873 0.4946
C 4.4510 0.2792 1.9324
O 2.5026 -1.5053 1.1829
C 1.5818 -2.4948 1.1141
C 1.1268 -3.1808 2.3478
C -3.1567 0.8032 0.9389
H -5.4005 -0.9146 1.2423
H -5.8664 -1.7191 -0.2771
H -4.1659 -1.7401 0.2433
H -4.4668 2.1382 -1.8591
H -2.7784 3.8443 -1.3821
H -1.4932 5.4588 -0.3729
H -0.4084 4.2748 -1.1666
H 0.1731 5.2406 0.2127
H -0.9778 2.4466 2.8512
H -1.6001 0.7899 3.0343
H 0.7615 0.5770 2.4745
H 0.6081 1.7606 1.1469
H -0.8016 -0.8360 1.1048
H -0.4718 -1.0463 -2.3359
H -1.9799 -0.4349 -1.6392
H 0.0055 -4.3924 -0.2752
H 0.3630 -3.6450 -1.8663
H 2.8481 -0.0492 -2.4364
H 4.2496 1.8431 -3.2093
H 5.7310 2.9926 -1.5934
H 5.8011 2.2541 0.7427
H 3.4882 0.4257 2.4197
H 5.1991 0.8695 2.4564
H 4.7101 -0.7743 2.0233
H 0.0386 -3.1710 2.3892
H 1.5296 -2.6694 3.2176
H 1.4629 -4.2174 2.3623
H -3.2378 -0.0565 1.5857
*
```

Entry 4:
The following is a DFT calculation (ωB97M-V/def2-TZVPD) of C7H9NO5 in the gas phase.

```
! wB97M-V def2-TZVPD RIJCOSX def2/J DEFGRID3
* xyz 0 1
O 1.6706 -3.0134 -0.8330
C 1.2185 -1.9415 -0.5015
C 1.8258 -0.5361 -0.4152
C 0.7754 0.5100 -0.2781
O 0.8940 1.3962 0.7882
C 0.4041 1.2795 -1.5010
O -0.9503 0.9697 -1.8600
C -1.6069 0.0167 -1.2423
O -2.7563 -0.3108 -1.5147
C -0.7731 -0.5112 -0.0900
C -1.4582 -0.5392 1.2288
O -2.6980 -1.1225 1.2329
N -0.1251 -1.7526 -0.3811
H 2.6016 -0.3188 0.3937
H 2.3496 -0.1845 -1.4214
H 1.2810 0.9774 1.4581
H 0.4387 2.3653 -1.3276
H 1.0157 1.0617 -2.2965
H -1.6530 0.5247 1.6466
H -0.8610 -1.1189 1.8404
H -3.3740 -0.5896 0.6853
H -0.7020 -2.5245 -0.2259
*
```

The calculation returns the following energy above the lowest of the compared OMol25 structures with the same formula, charge and spin values, one per record and in order: 143.27, 0.44, 15.49, 38.84 kcal per mole.
The calculation returns the following orbital gap values, one per record and in order: 8.97, 7.32, 8.29, 10.08 eV.
The calculation returns the following largest force on an atom values, one per record and in order: 7.56, 0.13, 1.43, 5.74 eV/Å.